Here is a molecular structure, C23H21MoN2O3S4 from the Open Molecules 2025 dataset. Energies are from wB97M-V/def2-TZVPD.

```
! wB97M-V def2-TZVPD RIJCOSX def2/J DEFGRID3
* xyz 1 1
Mo -1.90408 0.21686 0.23013
O -1.16882 4.74778 5.01686
C -1.38932 3.96060 4.15756
S -1.08533 4.32181 2.41304
C -1.75753 2.85833 1.81482
C -2.27547 1.95699 2.74962
S -3.00509 0.51689 2.26401
S -2.21316 2.40048 4.41987
S -1.84611 2.60461 0.12288
O 0.17258 -0.06219 3.47883
C 0.57443 -0.24079 2.36478
N 1.84973 -0.37929 1.90549
C 2.00690 -0.41540 0.44314
C 0.53723 -0.31767 0.07848
O -0.04207 -0.19379 -1.02122
N -0.24866 -0.32694 1.18468
C 2.81314 0.78499 -0.04755
C 4.18874 0.66910 -0.21311
C 4.94278 1.77972 -0.56894
C 4.32672 3.00720 -0.77287
C 2.95269 3.12599 -0.60992
C 2.19982 2.01880 -0.24451
C 2.51831 -1.76165 -0.07462
C 2.61590 -1.95840 -1.45113
C 3.08712 -3.16351 -1.94539
C 3.46922 -4.17586 -1.06994
C 3.36902 -3.97983 0.29797
C 2.88641 -2.77430 0.79789
H 2.63254 -0.24896 2.52527
H 4.67482 -0.29054 -0.07343
H 6.01430 1.68167 -0.69466
H 4.91588 3.86901 -1.06242
H 2.46603 4.07991 -0.76985
H 1.12849 2.13125 -0.11779
H 2.33316 -1.16356 -2.13462
H 3.16344 -3.31229 -3.01615
H 3.84656 -5.11459 -1.45661
H 3.66214 -4.76465 0.98339
H 2.79472 -2.63695 1.86793
C -5.56245 -0.60934 -0.60613
C -4.18850 -0.66719 -1.29183
C -3.73045 0.75115 -1.72020
C -4.23179 -1.60663 -2.50227
C -3.14465 -1.13031 -0.31656
H -6.29564 -0.19009 -1.30010
H -5.53645 0.01597 0.28733
H -5.89894 -1.60891 -0.32052
H -3.86849 0.93410 -2.78376
H -2.62574 0.81917 -1.60944
H -4.21955 1.53821 -1.16324
H -4.93689 -1.21327 -3.23856
H -4.56355 -2.60440 -2.20625
H -3.25275 -1.69702 -2.97897
H -3.15133 -2.18223 -0.02141
*
```

Computed properties:
Strongest force on any atom   0.9 eV/A
E_tot   -78505.624 eV
Frontier orbital gap (alpha / beta)   6.96 / 6.26 eV
HOMO level (alpha / beta)   -11.564 / -11.827 eV
Lowest unoccupied orbital energy (alpha / beta)   -4.6 / -5.6 eV

Atomic partial charges in e from the Mulliken method, atoms 1 to 5: -0.68, -0.45, 0.57, -0.05, 0.34

Here is a molecular structure, C39H36AlAsN6O3S2 in a non-equilibrium geometry from the Open Molecules 2025 dataset. Energies are from wB97M-V/def2-TZVPD.

```
! wB97M-V def2-TZVPD RIJCOSX def2/J DEFGRID3
* xyz 2 1
Al 17.15823 10.30489 19.47096
O 15.87322 6.54026 22.65168
C 16.23962 7.41878 23.53788
C 16.15988 7.13166 24.92654
C 16.57653 8.08035 25.87529
C 16.70864 9.40340 25.49401
C 16.74446 9.71850 24.11746
C 16.58802 8.76746 23.11795
C 16.75826 9.02943 21.71063
O 17.16536 10.19225 21.29762
N 16.57418 8.07272 20.86795
N 16.67824 8.41914 19.52297
C 16.65594 7.30842 18.62816
S 18.05267 6.21117 18.48952
C 17.20326 4.98224 17.39990
C 15.90846 5.49870 16.82892
S 15.20615 6.93996 17.81160
H 16.23772 6.98139 21.72844
H 15.85928 6.15305 25.27447
H 16.59398 7.79554 26.90624
H 16.96073 10.16739 26.21145
H 16.88640 10.74835 23.79575
H 17.02695 4.06428 18.01061
H 17.94850 4.73510 16.59649
H 15.08195 4.73188 16.91260
H 15.91492 5.75841 15.77456
C 26.14795 9.54110 9.44057
O 26.33197 8.92896 10.71966
C 25.29322 9.03041 11.59997
C 23.92820 9.05229 11.19177
C 22.98221 9.29503 12.15630
C 23.32261 9.60094 13.47739
C 24.67136 9.66440 13.82965
C 25.63531 9.36263 12.95269
C 22.29679 9.72749 14.47669
N 22.52401 9.90532 15.77729
C 21.30346 10.13576 16.32210
C 20.27034 10.04115 15.35853
N 20.92585 9.78647 14.16986
C 18.86886 10.10461 15.66707
C 17.87632 10.01783 14.65851
C 16.53167 9.97420 15.02589
C 16.27770 10.09503 16.40086
N 17.20572 10.22473 17.37784
C 18.52314 10.27931 17.03296
C 19.51802 10.46148 18.01203
N 19.05084 10.56565 19.30848
C 19.96305 10.94770 20.23378
C 21.29784 11.07500 20.04500
C 21.81814 10.76817 18.77781
C 20.89306 10.55232 17.68916
H 27.04587 9.44685 8.85019
H 25.83870 10.57300 9.56353
H 25.38392 9.10139 8.74848
H 23.69524 8.98647 10.17294
H 21.93268 9.31929 11.83465
H 24.91439 10.01389 14.83748
H 26.70633 9.37657 13.18092
H 20.53203 9.74547 13.21021
H 18.16266 10.07131 13.61214
H 15.69298 9.91987 14.31264
H 15.22975 10.09013 16.83020
H 19.55923 11.13245 21.21854
H 21.94132 11.38701 20.87930
H 22.86147 10.60411 18.63573
C 15.25915 13.33154 17.70447
As 15.48756 12.24983 19.44889
C 15.66062 13.67164 20.76603
C 13.69996 11.38139 19.80543
C 12.69768 12.16685 20.65634
C 11.85039 13.17435 20.11824
C 10.72069 13.56807 20.90724
C 10.68888 13.20343 22.22995
C 11.64355 12.35458 22.80384
C 12.65505 11.85169 22.02640
H 14.15739 13.36960 17.46199
H 15.84548 12.84080 16.92768
H 15.65771 14.33448 17.85462
H 14.77202 14.33399 20.88313
H 16.48165 14.25381 20.39254
H 15.97403 13.21014 21.70262
H 13.94975 10.43435 20.29741
H 13.46750 11.21251 18.76804
H 11.97987 13.52540 19.09479
H 9.93835 14.14977 20.46458
H 9.88707 13.55762 22.84805
H 11.48657 12.12755 23.86360
H 13.30019 11.14665 22.45988
*
```

Computed properties:
Strongest force on any atom   3.1 eV/A
E_tot   -145205.412 eV
Frontier orbital gap   5.08 eV
HOMO level   -11.573 eV
Lowest unoccupied orbital energy   -6.5 eV

Atomic partial charges in e from the Mulliken method, atoms 1 to 5: -1.13, -0.71, 0.20, -0.58, -0.48

Here is a single C7H9FO3 molecule in a non-equilibrium geometry from the Open Molecules 2025 dataset. Energies are from wB97M-V/def2-TZVPD.

```
! wB97M-V def2-TZVPD RIJCOSX def2/J DEFGRID3
* xyz 0 3
C -0.96030 0.44397 -1.58472
C 1.08756 -0.37942 1.48713
C -0.08017 -1.48720 -0.34242
C -0.26317 -0.15656 -0.42399
C 0.81145 -1.84452 0.84262
C 0.43400 0.63947 0.64130
C -1.38392 1.91973 -1.47483
O -1.12481 -0.14744 -2.61599
O 0.28861 -2.71520 1.75233
O 1.39503 1.55795 0.04443
F -1.64373 2.55539 -2.67796
H -0.50527 2.50536 -0.92940
H 0.57124 -0.43331 2.49384
H 2.17428 -0.21509 1.59869
H -0.52212 -2.24753 -0.99192
H -2.39009 1.95444 -0.82335
H 1.60091 -2.38476 0.40109
H -0.25569 1.19856 1.30655
H -0.50334 -2.33115 2.20821
H 1.26954 1.56729 -0.91160
*
```

Computed properties:
Strongest force on any atom   6.7 eV/A
E_tot   -16259.490 eV
Frontier orbital gap (alpha / beta)   7.33 / 6.68 eV
⟨S²⟩   2.02
HOMO level (alpha / beta)   -6.718 / -9.890 eV
Lowest unoccupied orbital energy (alpha / beta)   0.6 / -3.2 eV

Atomic partial charges in e from the Mulliken method, atoms 1 to 5: 0.04, -1.00, -0.89, 0.51, -0.05